1.
The following is a DFT calculation (ωB97M-V/def2-TZVPD) of C7H2Cl5FeI2O4S as an isolated structure at a distorted geometry.

Values from the calculation:
Frontier orbital gap (spin up / spin down), eV: 8.29 / 6.98
HOMO level (spin up / spin down), Ha: -0.352 / -0.352
ΔE to the lowest compared entry with this formula, charge and spin, kJ/mol: 67.7
Net charge: 0
2S+1: 6

Each line ends with the Löwdin spin population.
Cartesian coordinates (Å):
Fe -1.115 0.839 0.275  4.063
I -0.862 -0.782 2.591  0.110
C -2.396 -1.919 1.601  0.007
I -2.465 -1.517 -0.510  0.113
H -3.341 -1.586 2.017  0.000
H -2.213 -2.976 1.760  0.002
Cl 0.779 -2.802 -0.117  0.004
C 1.558 -1.355 -0.584  0.023
C 0.919 -0.141 -0.421  0.160
C 1.582 1.012 -0.795  0.021
Cl 0.670 2.473 -0.566  0.069
C 2.870 0.993 -1.329  0.003
Cl 3.664 2.435 -1.760  0.006
C 3.494 -0.248 -1.507  -0.001
Cl 5.058 -0.319 -2.195  0.000
C 2.845 -1.425 -1.139  0.005
Cl 3.607 -2.935 -1.360  0.004
O -4.095 2.995 1.078  0.026
S -3.013 2.119 0.829  0.003
O -1.712 2.466 1.494  0.131
O -2.612 1.968 -0.620  0.139
O -3.223 0.704 1.258  0.114

---

2.
The following is a DFT calculation (ωB97M-V/def2-TZVPD) of a 2-piece molecular cluster, C2H5IO overall at a distorted geometry.

Values from the calculation:
Frontier orbital gap, eV: 9.97
HOMO level, Ha: -0.339
ΔE to the lowest compared entry with this formula, charge and spin, kJ/mol: 114.9
Net charge: 0
2S+1: 1

Each line ends with the Mulliken charge.
Cartesian coordinates (Å):
C -0.522 -0.165 0.226  -0.762
C -1.483 0.535 -0.361  0.254
O -1.202 1.298 -1.498  -0.473
I 2.838 -2.176 1.344  -0.087
H 3.494 -0.842 1.145  0.080
H -0.712 -0.578 1.132  0.292
H 0.407 -0.059 -0.249  0.125
H -2.564 0.658 -0.148  0.313
H -0.256 1.327 -1.590  0.258

---

3.
The following is a DFT calculation (ωB97M-V/def2-TZVPD) of one molecule with the formula C14H14Si at a distorted geometry.

Values from the calculation:
Frontier orbital gap, eV: 8.96
HOMO level, Ha: -0.306
ΔE to the lowest compared entry with this formula, charge and spin, kJ/mol: 284.7
Net charge: 0
2S+1: 1

Each line ends with the Mulliken charge.
Cartesian coordinates (Å):
C -0.556 -0.463 1.340  1.090
C 0.441 -0.218 0.712  -0.881
C -3.718 -0.924 3.960  -0.483
C -2.816 0.163 4.045  -0.411
C -3.664 -1.705 2.836  -0.487
C -1.788 0.315 3.185  -0.549
C -2.559 -1.670 1.948  -0.512
C -1.682 -0.618 2.127  0.310
C 0.308 2.505 -3.283  -0.402
C 0.689 2.269 -1.885  -0.406
C 0.666 1.408 -4.009  -0.643
C 1.339 1.091 -1.742  0.199
C 1.399 0.396 -3.103  -0.390
C 3.384 -0.840 -0.437  -0.984
Si 1.987 0.444 -0.109  0.097
H -4.366 -1.087 4.782  0.408
H -2.924 0.872 4.846  0.367
H -4.285 -2.561 2.622  0.338
H -1.171 1.146 3.199  0.462
H -2.293 -2.414 1.232  0.434
H -0.185 3.398 -3.530  0.468
H 0.669 3.115 -1.149  0.310
H 0.339 1.362 -5.108  0.284
H 1.002 -0.585 -3.188  0.371
H 2.416 0.310 -3.506  0.289
H 4.240 -0.256 -0.134  0.276
H 3.465 -1.845 -0.035  0.377
H 3.437 -0.875 -1.616  0.234
H 2.590 1.586 0.752  -0.166

---

4.
The following is a DFT calculation (ωB97M-V/def2-TZVPD) of a 15-piece molecular cluster, C5H42N2O14 overall at a distorted geometry.

Values from the calculation:
Frontier orbital gap, eV: 10.65
HOMO level, Ha: -0.567
ΔE to the lowest compared entry with this formula, charge and spin, kJ/mol: 0.0
Net charge: +2
2S+1: 1

Each line ends with the Mulliken charge.
Cartesian coordinates (Å):
C -3.808 0.194 2.032  -1.555
C -2.446 0.569 1.456  0.268
C -1.342 -0.385 2.003  -1.032
C 0.026 0.020 1.550  0.412
C 1.061 -0.818 1.725  -0.703
N 2.404 -0.434 1.263  0.245
N -2.501 0.455 -0.047  0.420
H -4.570 0.835 1.678  0.482
H -4.112 -0.854 1.855  0.310
H -3.826 0.321 3.121  0.425
H -2.203 1.634 1.683  0.285
H -1.566 -1.402 1.697  0.366
H -1.388 -0.314 3.115  0.444
H 0.134 1.014 1.041  0.275
H 1.000 -1.838 2.267  0.279
H 2.902 0.054 1.971  0.503
H 2.346 0.178 0.393  -0.098
H 2.946 -1.227 1.018  0.428
H -1.509 0.674 -0.452  -0.126
H -3.129 1.229 -0.472  0.501
H -2.807 -0.455 -0.359  0.365
H 4.311 1.473 3.310  0.312
H 3.447 2.247 2.191  0.444
O 3.489 1.456 2.776  -0.713
H -1.866 -0.360 -4.244  0.316
H -2.144 -1.095 -2.903  0.403
O -1.452 -0.632 -3.407  -0.658
H -0.216 1.807 -1.770  0.371
H -0.580 0.366 -2.349  0.392
O -0.196 0.842 -1.552  -1.214
H -3.645 3.246 -1.786  0.297
H -2.142 3.139 -1.379  0.367
O -3.016 2.821 -1.223  -0.627
H 1.435 0.426 -1.534  0.622
H 2.488 -0.680 -1.433  0.358
O 2.401 0.244 -1.433  -0.852
H 3.702 1.409 -1.190  0.339
H 4.644 2.393 -1.836  0.329
O 4.301 2.064 -1.004  -0.653
H -2.624 -2.647 -1.724  0.414
H -4.053 -2.045 -2.070  0.313
O -3.154 -1.806 -1.693  -0.817
H 0.807 -5.067 2.464  0.341
H -0.600 -5.375 2.157  0.287
O 0.023 -4.649 2.062  -0.643
H -0.213 4.141 -2.260  0.229
H 0.022 3.711 -0.812  0.417
O -0.459 3.502 -1.656  -0.730
H 3.429 -2.906 -1.112  0.308
H 1.953 -2.927 -0.653  0.432
O 2.755 -2.308 -0.676  -0.660
H 3.872 4.304 1.186  0.310
H 3.768 3.026 0.212  0.426
O 3.352 3.483 1.043  -0.850
H -2.113 -4.918 -1.617  0.301
H -1.331 -4.153 -2.760  0.370
O -1.703 -4.064 -1.834  -0.822
H -0.215 -3.824 -0.927  0.393
H 0.399 -4.194 0.496  0.422
O 0.606 -3.856 -0.438  -0.784
H 0.528 4.495 1.301  0.307
H 1.669 3.689 0.826  0.368
O 0.713 3.771 0.714  -0.660

---

5.
The following is a DFT calculation (ωB97M-V/def2-TZVPD) of C25H22MoN4OS2 as an isolated structure at a distorted geometry.

Values from the calculation:
Frontier orbital gap (spin up / spin down), eV: 5.75 / 5.75
HOMO level (spin up / spin down), Ha: -0.497 / -0.497
ΔE to the lowest compared entry with this formula, charge and spin, kJ/mol: 11.9
Net charge: +2
2S+1: 1

Each line ends with the Mulliken charge.
Cartesian coordinates (Å):
Mo 0.316 0.348 0.218  0.494
C -0.711 1.201 4.338  -0.816
C -0.445 1.171 2.882  1.423
N 0.134 0.151 2.307  0.281
N 0.478 -0.915 3.089  -0.739
C 1.004 -1.863 2.413  0.540
S 1.085 -1.753 0.649  -0.342
S 1.536 -3.361 3.149  -0.050
C 2.845 -2.754 4.288  -1.205
C 2.459 -1.659 5.236  0.705
C 1.512 -1.876 6.234  -0.172
C 1.207 -0.869 7.136  -0.579
C 1.841 0.366 7.047  -0.636
C 2.777 0.591 6.049  -0.617
C 3.082 -0.420 5.144  -0.288
C -0.882 2.257 1.992  0.457
C -2.086 2.920 2.301  -0.830
C -2.567 3.929 1.501  -0.734
C -1.858 4.330 0.363  -0.496
C -0.672 3.716 0.033  -0.680
C -0.163 2.689 0.845  0.583
O 1.012 2.123 0.480  -0.794
H 0.145 0.791 4.876  -0.288
H -1.560 0.546 4.562  0.414
H -0.930 2.210 4.676  0.537
H 3.715 -2.484 3.692  0.413
H 3.096 -3.673 4.824  0.463
H 1.027 -2.841 6.316  0.419
H 0.489 -1.054 7.925  0.413
H 1.616 1.142 7.767  0.437
H 3.292 1.542 5.990  0.409
H 3.841 -0.255 4.387  0.375
H -2.652 2.621 3.173  0.513
H -3.497 4.417 1.758  0.460
H -2.236 5.131 -0.258  0.447
H -0.090 4.030 -0.822  0.493
N 1.843 0.304 -1.336  -0.322
C 1.303 -0.079 -2.636  0.832
C 2.051 -0.175 -3.776  -0.682
C 1.440 -0.564 -4.985  -0.679
C 0.105 -0.851 -5.033  -0.987
C -0.689 -0.744 -3.867  0.443
C -2.074 -1.009 -3.836  -0.421
C -2.781 -0.853 -2.672  -0.996
C -2.107 -0.426 -1.525  -0.133
N -0.802 -0.191 -1.506  0.155
C -0.075 -0.346 -2.665  0.104
H 2.251 1.240 -1.363  0.442
H 2.591 -0.335 -1.067  0.424
H 3.113 0.038 -3.755  0.506
H 2.046 -0.635 -5.878  0.428
H -0.361 -1.159 -5.960  0.448
H -2.572 -1.334 -4.742  0.479
H -3.842 -1.045 -2.621  0.427
H -2.638 -0.277 -0.593  0.525

---

6.
The following is a DFT calculation (ωB97M-V/def2-TZVPD) of a 2-piece molecular cluster, C3H6NO3 overall at a distorted geometry.

Values from the calculation:
Frontier orbital gap, eV: 9.30
HOMO level, Ha: -0.486
ΔE to the lowest compared entry with this formula, charge and spin, kJ/mol: 214.5
Net charge: +1
2S+1: 1

Each line ends with the Mulliken charge.
Cartesian coordinates (Å):
C 2.535 0.164 -0.094  -0.527
C 2.469 1.315 -0.535  0.756
C 2.147 -0.999 0.447  0.437
N -0.424 1.111 -0.455  -0.432
O 2.402 2.359 -1.056  -0.476
O 0.834 -1.196 0.492  -0.434
O 3.096 -1.928 0.772  -0.366
H -0.455 0.073 -0.580  0.383
H -1.335 1.537 -0.317  0.365
H -0.108 1.451 -1.346  0.357
H 0.272 1.157 0.236  0.262
H 0.630 -1.888 1.148  0.344
H 2.726 -2.786 0.937  0.329